[1]
# C16H84B2BrClNO34S

29 unconnected molecules or ions with the total composition C16H84B2BrClNO34S in a non-equilibrium geometry (ωB97M-V/def2-TZVPD, the Open Molecules 2025 dataset).

The geometry in ORCA input format:
```
! RIJCOSX wB97M-V def2-TZVPD def2/J DEFGRID3
* xyz -1 1
Br -0.7191 -2.2528 5.0139
Cl 0.4397 -0.0064 0.3856
S -3.4954 0.2103 4.2889
O -1.3853 -3.1011 2.3831
O 5.9268 6.9594 -6.1825
O 7.3007 -2.2263 1.7997
O 0.3539 -0.9814 -4.1842
O 2.3662 0.2058 2.1178
O -2.8484 4.0865 0.3909
O -2.9435 -2.0586 8.1422
O -7.4878 -0.5497 -1.9588
O 7.9090 5.0833 -3.4457
O 10.9744 6.7652 -2.8341
O 4.2969 -2.0847 2.3723
O 2.9192 -0.3384 -5.8832
O -8.9396 -2.0325 -4.1640
O -1.3259 -2.4543 10.8006
O -6.1276 3.9128 4.1210
O 3.2933 1.2933 -0.7278
O 2.2375 -1.8854 6.6081
O -8.3693 5.4511 3.2798
O 7.4199 4.4640 -11.3978
O 4.9469 -1.2340 -0.8017
O 3.4703 2.6264 -5.0059
O 4.8181 4.9691 -2.9366
O 1.2941 -2.2048 -2.5259
O 0.1098 -5.0722 -4.8069
O -1.5285 -0.8375 2.5674
O 5.1201 3.8379 -7.4383
O -4.5214 -3.0568 5.4093
O -6.9356 -0.8147 2.0147
O 5.8630 4.7057 -0.0852
O 10.4894 4.2404 -4.3536
O -4.8908 -3.3378 1.5418
O -0.1632 -3.4844 7.8954
O -5.0037 -7.5680 3.4182
O 5.8247 5.7699 -9.3724
N -2.9346 -0.2204 0.8420
C -1.1128 -3.9918 -0.2964
C -4.6063 1.3769 0.1147
C -3.3540 -5.2166 2.2199
C 1.3697 -0.4836 1.8269
C -3.9988 0.0116 0.1633
C 0.2675 -3.5362 -0.7504
C -4.7342 -1.0028 -0.6997
C 0.2159 -3.1576 -2.2090
C 0.9202 -1.0381 -3.0850
C 0.9207 -1.7231 2.4980
C -2.4518 2.5288 3.2317
C -2.7383 -1.1720 1.9070
C -3.7717 1.8902 3.6758
C -3.8449 -0.9501 2.9463
C -2.4318 -2.6805 1.5133
C -2.0577 -2.8307 0.0231
B -3.5863 -3.7423 1.7475
B -0.6803 -1.9217 2.8688
H 4.3731 2.8482 -5.2570
H 6.0633 6.0911 -6.5729
H 0.3776 -3.9948 -2.8773
H 7.2785 3.5680 -11.7149
H -2.1317 2.2306 2.2370
H -8.4268 -0.7054 -1.8263
H -1.8167 -2.4914 9.9672
H 0.0909 -4.1321 -5.0179
H 1.0285 -4.2949 -0.5745
H 6.5807 5.2428 -0.4276
H 6.3768 -1.9977 1.9841
H -4.5782 -8.2482 2.8904
H 8.2907 4.7070 -11.7204
H -5.3185 -0.4979 -1.4482
H -1.5456 -4.5349 -1.1436
H -0.2192 -5.5112 -5.5946
H -8.2145 5.0629 4.1483
H 1.4213 -2.0163 6.0928
H -5.2459 -8.0082 4.2374
H 3.0486 -0.9112 -6.6413
H -3.8854 2.1220 0.4364
H 8.8144 5.2990 -3.6995
H 5.1814 4.7882 -0.7647
H 3.3457 1.7302 -5.3440
H 1.1739 -0.1470 -2.5004
H -6.5429 3.8881 3.2525
H 5.6049 5.1130 -3.4723
H 4.4477 -2.0026 1.4178
H -2.4723 -2.1163 7.2939
H -0.8920 -1.5981 10.7758
H -2.1702 3.8166 -0.2348
H -3.9132 -5.3692 3.1447
H 11.0824 5.8706 -3.1681
H 3.9908 -1.2059 2.6355
H -9.2707 -2.6885 -4.7817
H 3.9317 0.6547 -1.0718
H 1.9859 -0.4455 -5.6520
H -2.4568 4.8219 0.8684
H -5.4736 1.3501 0.7731
H 7.6393 -2.4994 2.6540
H -4.8122 -3.5465 6.1825
H 1.4913 -1.7242 3.4266
H 10.3852 3.3298 -4.6449
H -7.2312 -1.2400 -2.5782
H -2.4685 3.6173 3.3055
H 4.1405 -1.6778 -1.1068
H 5.7121 6.7724 -5.2643
H -0.5463 -3.1801 8.7233
H 5.0452 4.6861 -7.9070
H 11.3923 4.4584 -4.6083
H 6.6126 6.3141 -9.3228
H -7.2352 -1.4386 1.3486
H -5.4685 -4.0952 1.4554
H -3.0992 -1.1146 8.2342
H -5.7329 4.7879 4.1662
H 2.9329 -2.1977 6.0250
H -5.3217 -1.7160 -0.1261
H -4.1064 2.4407 4.5529
H 3.1665 1.0363 0.1992
H -7.0313 -1.2776 2.8527
H -4.0586 -1.8623 3.4930
H -0.7302 -2.6667 -2.4284
H 10.6596 6.6496 -1.9338
H -4.9265 1.6459 -0.8928
H 4.2353 3.4609 -7.4588
H -1.0438 -4.6975 0.5239
H -8.8638 -1.2214 -4.6742
H 1.2982 -2.5676 1.9194
H -3.8994 -3.6379 4.9572
H -1.6689 -1.8960 -0.3819
H 5.6510 -1.5746 -1.3608
H 7.7968 4.1743 -3.7327
H 4.2502 4.4161 -3.4846
H -3.7365 -5.9594 1.5174
H 5.9921 5.1717 -10.1139
H -2.3143 -5.4409 2.4364
H 0.6635 -2.9927 7.8144
H -4.5699 1.9488 2.9430
H -4.7657 -0.6166 2.4751
H 0.5342 -2.6304 -0.2115
H -9.3194 5.5664 3.2108
H -1.6920 2.1517 3.9165
H -3.9617 -1.5628 -1.2237
H -2.9885 -3.0205 -0.5110
*
```

The calculation puts the energy at -6755.23850 hartree. As for the orbital gap: 5.83 eV.

Results of the Löwdin charge analysis, in e, for atoms 1 through 99: number 1, Br, carries 0.68; number 2, Cl, carries 0.78; number 3, S, carries 0.92; number 4, O, carries -0.03; number 5, O, carries -0.05; number 6, O, carries -0.07; number 7, O, carries 0.02; number 8, O, carries -0.03; number 9, O, carries -0.06; number 10, O, carries -0.07; number 11, O, carries -0.06; number 12, O, carries -0.05; number 13, O, carries -0.05; number 14, O, carries -0.05; number 15, O, carries -0.05; number 16, O, carries -0.05; number 17, O, carries -0.06; number 18, O, carries -0.05; number 19, O, carries -0.09; number 20, O, carries -0.10; number 21, O, carries -0.06; number 22, O, carries -0.04; number 23, O, carries -0.04; number 24, O, carries -0.05; number 25, O, carries -0.04; number 26, O, carries -0.05; number 27, O, carries -0.06; number 28, O, carries -0.05; number 29, O, carries -0.07; number 30, O, carries -0.06; number 31, O, carries -0.05; number 32, O, carries -0.07; number 33, O, carries -0.04; number 34, O, carries 0.14; number 35, O, carries -0.11; number 36, O, carries -0.05; number 37, O, carries -0.05; number 38, N, carries 0.17; number 39, C, carries -0.16; number 40, C, carries -0.03; number 41, C, carries 0.02; number 42, C, carries -0.70; number 43, C, carries -0.34; number 44, C, carries -0.17; number 45, C, carries -0.02; number 46, C, carries -0.15; number 47, C, carries -0.30; number 48, C, carries -0.11; number 49, C, carries -0.17; number 50, C, carries -0.41; number 51, C, carries -0.53; number 52, C, carries -0.35; number 53, C, carries -0.26; number 54, C, carries -0.10; number 55, B, carries -0.46; number 56, B, carries -1.12; number 57, H, carries 0.01; number 58, H, carries 0.00; number 59, H, carries 0.10; number 60, H, carries 0.05; number 61, H, carries 0.05; number 62, H, carries 0.03; number 63, H, carries -0.01; number 64, H, carries 0.03; number 65, H, carries 0.12; number 66, H, carries 0.01; number 67, H, carries -0.01; number 68, H, carries 0.04; number 69, H, carries 0.05; number 70, H, carries 0.04; number 71, H, carries 0.11; number 72, H, carries 0.03; number 73, H, carries 0.03; number 74, H, carries -0.10; number 75, H, carries 0.04; number 76, H, carries 0.04; number 77, H, carries 0.04; number 78, H, carries 0.00; number 79, H, carries 0.00; number 80, H, carries 0.00; number 81, H, carries 0.13; number 82, H, carries 0.04; number 83, H, carries 0.00; number 84, H, carries 0.02; number 85, H, carries -0.01; number 86, H, carries 0.04; number 87, H, carries 0.05; number 88, H, carries 0.05; number 89, H, carries -0.01; number 90, H, carries 0.03; number 91, H, carries 0.04; number 92, H, carries 0.00; number 93, H, carries 0.02; number 94, H, carries 0.04; number 95, H, carries 0.08; number 96, H, carries 0.03; number 97, H, carries 0.04; number 98, H, carries 0.07; number 99, H, carries 0.06

[2]
# C9H24O3P2Tc

A molecular structure, C9H24O3P2Tc in a non-equilibrium geometry (ωB97M-V/def2-TZVPD, the Open Molecules 2025 dataset).

The geometry in ORCA input format:
```
! RIJCOSX wB97M-V def2-TZVPD def2/J DEFGRID3
* xyz 2 4
Tc 0.4451 0.2043 -0.2923
P 1.7870 1.6488 0.7664
P -0.2199 -1.3489 -1.7556
O -2.0135 -0.5441 2.5308
O -2.4507 -1.6987 0.6304
O -1.8981 2.1615 -0.9832
C -3.3779 -0.3652 2.9296
C -1.9376 -1.6775 1.7510
C -0.4016 -3.0811 -1.1971
C 2.7515 1.2868 2.2371
C 2.9853 2.1227 -0.5030
C -1.8923 -0.9596 -2.3945
C 0.8638 3.1468 1.1425
C -1.0651 1.3859 -0.6787
C 0.7814 -1.4734 -3.2809
H 3.3990 0.4237 2.0425
H 2.0633 1.0526 3.0580
H 3.6858 2.8255 -0.0571
H -1.4540 -2.5671 2.2708
H 0.7023 -0.5045 -3.8148
H 3.3469 2.1782 2.4618
H -3.3740 0.3352 3.7583
H 1.8607 0.0728 -1.0891
H 0.8613 -0.5648 1.2637
H 0.1037 2.9140 1.8948
H -4.0155 0.0075 2.1068
H -0.6670 -3.6586 -2.1023
H 1.5758 3.8744 1.5338
H 1.8300 -1.6695 -2.9774
H -2.5850 -1.1357 -1.5505
H -2.0510 -1.6514 -3.2399
H 0.3457 -2.3093 -3.8632
H 2.4693 2.5606 -1.3614
H -3.7779 -1.3396 3.2579
H 0.3655 3.5325 0.2486
H 0.5634 -3.4079 -0.7682
H -1.2051 -3.1005 -0.4344
H -1.9089 0.1017 -2.7057
H 3.5079 1.2217 -0.8357
*
```

The energy above the lowest of the compared OMol25 structures with the same formula, charge and spin comes out at 0.0 kJ/mol. The calculation puts the energy at -1345.74348 hartree. As for the orbital gap (spin up / spin down): 5.22 / 5.87 eV.

In the natural (NBO) picture, each atom carries the following charge in e: number 1, Tc, carries 0.32; number 2, P, carries 1.20; number 3, P, carries 1.10; number 4, O, carries -0.56; number 5, O, carries -0.60; number 6, O, carries -0.32; number 7, C, carries -0.27; number 8, C, carries 0.66; number 9, C, carries -0.93; number 10, C, carries -0.95; number 11, C, carries -0.95; number 12, C, carries -0.92; number 13, C, carries -0.96; number 14, C, carries 0.51; number 15, C, carries -0.93; number 16, H, carries 0.28; number 17, H, carries 0.28; number 18, H, carries 0.27; number 19, H, carries 0.17; number 20, H, carries 0.27; number 21, H, carries 0.28; number 22, H, carries 0.22; number 23, H, carries -0.06; number 24, H, carries -0.10; number 25, H, carries 0.28; number 26, H, carries 0.20; number 27, H, carries 0.28; number 28, H, carries 0.30; number 29, H, carries 0.26; number 30, H, carries 0.29; number 31, H, carries 0.28; number 32, H, carries 0.27; number 33, H, carries 0.27; number 34, H, carries 0.20; number 35, H, carries 0.27; number 36, H, carries 0.26; number 37, H, carries 0.29; number 38, H, carries 0.25; number 39, H, carries 0.26

[3]
# C10H24N4O4Sn

A molecular structure, C10H24N4O4Sn in a non-equilibrium geometry (ωB97M-V/def2-TZVPD, the Open Molecules 2025 dataset).

The geometry in ORCA input format:
```
! RIJCOSX wB97M-V def2-TZVPD def2/J DEFGRID3
* xyz 2 1
Sn -0.6161 -0.0771 -0.5915
O -0.2328 1.2010 0.7855
O 0.9407 0.7245 -0.9584
O 0.2861 -1.3832 -1.5977
O -2.0299 -0.0528 0.6514
N 0.8856 2.1946 -2.5179
N -1.8942 -0.8255 2.7670
N 2.3206 -2.2964 -1.3520
N -1.9461 2.5672 0.5225
C -2.5836 -0.3429 1.6990
C 2.9780 0.9826 -2.1690
C 1.5511 1.3263 -1.8242
C -4.0541 -0.0478 1.8680
C -1.0057 2.0320 1.2520
C 1.1811 -2.1023 -1.9792
C -0.9850 2.2399 2.6881
C -0.5234 -1.2633 2.7263
C 2.6641 -1.4575 -0.2281
C 1.0066 -2.7886 -3.3871
H 3.6090 0.7777 -1.3041
H 1.3896 2.8245 -3.1257
H -4.1943 0.9777 1.5263
H -2.5059 3.3412 0.8507
H 1.8231 -3.3294 -3.8658
H -1.9725 2.4440 -0.4796
H -1.9293 2.6500 3.0461
H -0.1362 -1.0792 1.7242
H 3.0363 -2.8104 -1.8455
H 2.7258 -0.4121 -0.5302
H -4.5114 -0.7212 1.1431
H 3.4595 1.7702 -2.7486
H 3.6020 -1.6998 0.2717
H -2.2918 -1.1216 3.6469
H 0.1457 -0.7773 3.4364
H -0.3630 -2.3304 2.8803
H 2.0046 -1.6357 0.6213
H -0.1140 2.0544 -2.5525
H -0.9871 1.2532 3.1511
H 0.6555 -2.0356 -4.0927
H 0.2129 -3.5316 -3.3097
H -4.4441 -0.2305 2.8693
H 3.0755 0.0993 -2.8002
H -0.2330 2.8918 3.1327
*
```

The energy above the lowest of the compared OMol25 structures with the same formula, charge and spin comes out at 173.4 kJ/mol. The calculation puts the energy at -1129.03329 hartree. As for the orbital gap: 6.97 eV.

In the Löwdin picture, each atom carries the following charge in e: number 1, Sn, carries 1.16; number 2, O, carries -0.11; number 3, O, carries -0.20; number 4, O, carries -0.13; number 5, O, carries -0.20; number 6, N, carries 0.26; number 7, N, carries 0.06; number 8, N, carries 0.10; number 9, N, carries 0.25; number 10, C, carries -0.45; number 11, C, carries 0.05; number 12, C, carries -0.49; number 13, C, carries 0.07; number 14, C, carries -0.54; number 15, C, carries -0.45; number 16, C, carries 0.05; number 17, C, carries -0.05; number 18, C, carries -0.03; number 19, C, carries 0.06; number 20, H, carries 0.10; number 21, H, carries 0.15; number 22, H, carries 0.10; number 23, H, carries 0.15; number 24, H, carries 0.09; number 25, H, carries 0.11; number 26, H, carries 0.11; number 27, H, carries 0.04; number 28, H, carries 0.17; number 29, H, carries 0.04; number 30, H, carries 0.11; number 31, H, carries 0.11; number 32, H, carries 0.12; number 33, H, carries 0.17; number 34, H, carries 0.11; number 35, H, carries 0.11; number 36, H, carries 0.09; number 37, H, carries 0.11; number 38, H, carries 0.08; number 39, H, carries 0.10; number 40, H, carries 0.10; number 41, H, carries 0.10; number 42, H, carries 0.11; number 43, H, carries 0.12